[1]
Formula: C17H62N10O14
Source: OMol25
Level of theory: ωB97M-V/def2-TZVPD

Cartesian coordinates (Å):
C (2.52, -0.03, -3.84)
C (2.18, -1.56, -3.94)
O (1.72, -2.04, -2.69)
H (3.33, 0.27, -3.15)
H (1.65, 0.51, -3.66)
H (2.87, 0.26, -4.87)
H (3.11, -2.10, -4.25)
H (1.44, -1.80, -4.72)
H (1.87, -3.00, -2.73)
C (0.19, -0.61, 0.54)
C (-0.93, -0.16, -0.38)
O (-1.70, 0.81, 0.21)
H (0.72, -1.40, 0.00)
H (-0.22, -1.05, 1.50)
H (0.86, 0.18, 0.91)
H (-1.67, -0.96, -0.53)
H (-0.46, 0.25, -1.26)
H (-2.63, 0.52, 0.32)
C (1.32, 2.26, 3.24)
C (2.82, 2.11, 3.37)
O (3.14, 0.73, 3.34)
H (1.02, 3.26, 3.48)
H (0.67, 1.73, 3.99)
H (1.07, 2.05, 2.22)
H (3.18, 2.52, 4.33)
H (3.38, 2.73, 2.66)
H (4.10, 0.65, 3.37)
C (-2.25, 0.65, 4.20)
O (-2.64, -0.02, 5.35)
N (-2.06, 1.87, 4.23)
N (-2.01, 0.05, 3.07)
H (-2.14, 2.35, 5.12)
H (-1.78, 2.45, 3.45)
H (-2.09, -1.03, 3.20)
H (-1.42, 0.40, 2.30)
C (-1.13, -4.66, -1.92)
O (-0.78, -3.78, -0.88)
N (-1.19, -4.38, -3.16)
N (-1.38, -5.89, -1.71)
H (-1.13, -3.35, -3.48)
H (-1.26, -5.13, -3.85)
H (-1.47, -6.13, -0.72)
H (-1.43, -6.66, -2.43)
C (0.77, -1.66, 4.39)
O (-0.21, -2.44, 4.97)
N (1.35, -1.97, 3.22)
N (1.40, -0.68, 4.95)
H (0.98, -2.65, 2.55)
H (1.85, -1.18, 2.72)
H (1.18, -0.50, 5.94)
H (1.91, 0.09, 4.42)
C (-1.05, 4.22, 1.15)
O (-1.23, 3.78, 2.48)
N (-0.96, 3.40, 0.11)
N (-0.86, 5.42, 0.69)
H (-1.24, 2.39, 0.25)
H (-0.93, 3.74, -0.86)
H (-0.92, 6.12, 1.48)
H (-1.40, 5.71, -0.13)
C (2.27, 2.44, -0.36)
O (1.71, 1.58, -1.25)
N (1.68, 3.47, 0.17)
N (3.55, 2.44, -0.07)
H (0.61, 3.51, 0.23)
H (2.16, 4.16, 0.77)
H (4.10, 1.57, -0.25)
H (3.99, 3.07, 0.58)
C (2.21, -3.83, 0.72)
O (0.93, -3.59, 1.25)
H (3.04, -4.05, 1.46)
H (2.60, -3.00, 0.02)
H (2.09, -4.76, 0.15)
H (0.24, -3.46, 0.57)
C (-4.30, -1.41, 0.87)
O (-3.93, -0.11, 1.07)
H (-4.83, -1.50, -0.08)
H (-5.00, -1.72, 1.60)
H (-3.41, -2.04, 0.86)
H (-3.42, -0.01, 1.91)
C (-2.21, 2.87, -2.65)
O (-1.24, 3.92, -2.57)
H (-3.26, 3.16, -2.35)
H (-2.11, 1.98, -2.05)
H (-2.17, 2.52, -3.69)
H (-0.39, 3.61, -2.96)
C (3.78, -0.62, -0.37)
O (4.87, 0.25, -0.63)
H (3.30, -0.88, -1.33)
H (3.04, -0.24, 0.30)
H (4.24, -1.58, -0.10)
H (5.29, -0.06, -1.45)
C (-4.26, 0.26, -2.33)
O (-3.72, -1.03, -2.20)
H (-3.73, 0.79, -3.19)
H (-4.18, 0.86, -1.44)
H (-5.29, 0.11, -2.72)
H (-3.03, -1.32, -2.78)
C (-1.04, -0.45, -4.24)
O (-0.91, -1.66, -3.55)
H (-1.99, -0.41, -4.78)
H (-0.29, -0.34, -4.96)
H (-0.96, 0.42, -3.66)
H (-0.09, -1.61, -3.04)

The relative energy (zero: lowest compared OMol25 entry of this formula, charge and spin) is 121.11 kJ/mol. The molar mass comes out at 630.7 g/mol.

Results of the Mulliken charge analysis, in e, for atoms 1 through 4: -0.654 -0.496 -0.294 0.218

[2]
Formula: CH12N2O4
Source: OMol25
Level of theory: ωB97M-V/def2-TZVPD

Cartesian coordinates (Å):
N (1.59, -0.88, 0.19)
C (2.77, -1.56, -0.21)
N (3.38, -1.32, -1.30)
H (1.25, -0.04, -0.36)
H (1.22, -0.98, 1.10)
H (3.43, -2.00, 0.57)
H (4.18, -2.00, -1.22)
H (-1.09, 5.58, -0.14)
H (0.06, 4.82, -0.70)
O (-0.21, 5.23, 0.12)
H (-5.78, -2.76, 0.67)
H (-4.58, -2.17, 1.10)
O (-4.95, -3.03, 1.12)
H (-0.72, -5.43, 2.93)
H (-1.95, -4.69, 2.90)
O (-1.20, -4.79, 3.48)
H (0.98, 6.06, -3.78)
H (0.94, 4.56, -3.36)
O (0.67, 5.41, -3.14)

The relative energy (zero: lowest compared OMol25 entry of this formula, charge and spin) is 210.57 kJ/mol. The molar mass comes out at 116.1 g/mol.

Results of the Mulliken charge analysis, in e, for atoms 1 through 4: -0.435 0.135 -0.598 0.220

[3]
Formula: H36O18
Source: OMol25
Level of theory: ωB97M-V/def2-TZVPD

Cartesian coordinates (Å):
O (-20.91, 6.61, 11.46)
H (-21.75, 6.17, 11.56)
H (-20.26, 5.92, 11.57)
O (-26.23, 3.24, 11.33)
H (-25.59, 3.91, 11.11)
H (-26.03, 3.00, 12.24)
O (-23.23, 5.00, 10.25)
H (-22.72, 4.45, 10.84)
H (-23.09, 4.61, 9.39)
O (-16.66, 3.88, 11.79)
H (-16.20, 4.03, 12.62)
H (-16.16, 4.36, 11.14)
O (-21.14, 3.04, 16.90)
H (-22.01, 2.72, 17.15)
H (-20.77, 3.38, 17.71)
O (-23.10, 5.66, 15.73)
H (-22.98, 6.52, 16.12)
H (-23.17, 5.06, 16.48)
O (-22.27, 6.97, 7.85)
H (-22.59, 6.07, 7.89)
H (-22.34, 7.29, 8.75)
O (-22.12, 3.13, 14.29)
H (-21.58, 2.79, 15.00)
H (-22.53, 3.91, 14.65)
O (-16.80, 1.63, 9.98)
H (-16.99, 0.93, 10.60)
H (-17.26, 2.40, 10.33)
O (-19.30, 2.01, 11.73)
H (-19.10, 2.90, 12.00)
H (-18.59, 1.48, 12.09)
O (-21.70, 1.34, 7.73)
H (-22.17, 0.86, 8.41)
H (-22.29, 1.32, 6.97)
O (-24.81, 2.22, 13.88)
H (-25.04, 1.97, 14.78)
H (-23.86, 2.17, 13.86)
O (-21.68, 3.38, 11.67)
H (-21.88, 3.15, 12.58)
H (-20.92, 2.85, 11.45)
O (-18.89, -0.80, 8.09)
H (-18.84, 0.15, 8.13)
H (-18.69, -1.09, 8.98)
O (-22.25, 4.11, 7.79)
H (-21.79, 3.27, 7.88)
H (-22.63, 4.09, 6.91)
O (-19.67, 2.25, 6.15)
H (-20.31, 2.24, 6.87)
H (-18.82, 2.25, 6.59)
O (-17.27, 0.37, 12.49)
H (-16.69, 0.58, 13.22)
H (-17.69, -0.45, 12.75)
O (-22.26, -0.21, 9.70)
H (-22.33, 0.37, 10.46)
H (-22.77, -0.99, 9.94)

The relative energy (zero: lowest compared OMol25 entry of this formula, charge and spin) is 247.63 kJ/mol. The molar mass comes out at 324.3 g/mol.

Results of the Mulliken charge analysis, in e, for atoms 1 through 4: -0.620 0.325 0.287 -0.653